{
  "formula": "C7H6O5Pt",
  "method": "ωB97M-V/def2-TZVPD",
  "elements": ["O", "C", "Pt", "O", "C", "C", "O", "C", "O", "C", "C", "C", "O", "H", "H", "H", "H", "H", "H"],
  "positions_angstrom": [[-1.827, 1.348, -1.752], [-1.250, 0.980, -0.795], [-0.515, 0.510, 0.989], [-0.921, -3.561, -2.973], [-0.483, -2.642, -2.378], [-1.345, 1.494, 2.756], [-1.302, 2.303, 3.577], [0.506, -1.151, 1.226], [1.072, -2.171, 1.564], [4.085, 0.667, -1.676], [2.952, 1.416, -1.062], [3.215, 2.912, -0.880], [1.886, 0.897, -0.750], [4.908, 1.329, -1.901], [3.736, 0.197, -2.581], [4.409, -0.095, -0.986], [2.450, 3.502, -1.426], [3.174, 3.184, 0.194], [4.214, 3.165, -1.276]],
  "mulliken_spin": [0.0120, 0.1169, 0.7086, 0.0001, -0.0001, -0.0154, 0.0426, 0.1430, 0.0110, 0.1272, -0.0257, 0.1374, 0.7392, 0.0046, -0.0023, -0.0020, -0.0011, -0.0023, 0.0064],
  "fmax_ev_per_a": 9.146,
  "charge": 2,
  "e_tot_ha": -765.04082,
  "e_lumo_ev": [-8.89, -12.71],
  "gap_ev": [9.83, 5.94],
  "multiplicity": 3,
  "s2": 2.01
}